No. 1
{"formula": "C2H6Br2OSi", "method": "ωB97M-V with the def2-TZVPD basis set", "e_tot_ha": -5592.537856, "spin_multiplicity": 1, "lumo_ev": [-2.00, -3.27], "e_above_lowest_kcal_mol": 61.1, "species": ["C", "C", "O", "Si", "Br", "Br", "H", "H", "H", "H", "H", "H"], "positions_angstrom": [[-0.75, 1.72, 0.69], [0.04, -2.06, -0.54], [-0.70, 0.79, -0.39], [0.40, -0.22, -1.01], [2.25, 0.50, 2.94], [0.76, 0.35, -3.11], [0.24, 2.19, 0.64], [-0.80, 1.25, 1.59], [-1.44, 2.51, 0.54], [0.82, -2.31, 0.18], [-1.04, -1.97, -0.27], [0.21, -2.77, -1.29]]}

=====

No. 2
{"formula": "C2H2Cl2O2S", "method": "ωB97M-V with the def2-TZVPD basis set", "e_tot_ha": -1546.276407, "spin_multiplicity": 3, "lumo_ev": [0.11, -3.45], "e_above_lowest_kcal_mol": 22.3, "species": ["C", "C", "O", "O", "S", "Cl", "Cl", "H", "H"], "positions_angstrom": [[1.58, -0.14, -0.01], [0.19, -0.71, 0.03], [-1.95, 0.22, 1.21], [-0.42, 1.91, 0.20], [-1.02, 0.58, 0.20], [-0.14, -2.36, -0.01], [-2.26, 0.40, -1.46], [2.29, -0.80, -0.15], [1.74, 0.90, -0.02]]}